{
  "formula": "C39H105N13O14",
  "method": "ωB97M-V/def2-TZVPD",
  "elements": ["C", "O", "C", "C", "C", "N", "H", "H", "H", "H", "H", "H", "H", "H", "H", "H", "H", "C", "O", "C", "C", "C", "N", "H", "H", "H", "H", "H", "H", "H", "H", "H", "H", "H", "C", "O", "C", "C", "C", "N", "H", "H", "H", "H", "H", "H", "H", "H", "H", "H", "H", "C", "O", "C", "C", "N", "C", "C", "O", "C", "H", "H", "H", "H", "H", "H", "H", "H", "H", "H", "H", "H", "H", "H", "H", "C", "O", "C", "C", "N", "C", "C", "O", "C", "H", "H", "H", "H", "H", "H", "H", "H", "H", "H", "H", "H", "H", "H", "H", "C", "O", "C", "C", "N", "C", "C", "O", "C", "H", "H", "H", "H", "H", "H", "H", "H", "H", "H", "H", "H", "H", "H", "H", "C", "O", "C", "C", "N", "C", "C", "O", "C", "H", "H", "H", "H", "H", "H", "H", "H", "H", "H", "H", "H", "H", "H", "H", "N", "C", "N", "O", "H", "H", "H", "H", "N", "C", "N", "O", "H", "H", "H", "H", "N", "C", "N", "O", "H", "H", "H", "H"],
  "positions_angstrom": [[-4.39456, 5.31573, -4.52393], [-5.33981, 4.50402, -3.89372], [-6.22830, 3.92073, -4.88902], [-7.24699, 3.16587, -4.04139], [-8.36617, 2.55757, -4.88557], [-8.04230, 4.08283, -3.22716], [-3.58628, 4.69832, -4.91583], [-4.03092, 5.98939, -3.74802], [-4.82726, 5.88123, -5.34920], [-6.84885, 4.67146, -5.37833], [-5.66695, 3.30023, -5.58756], [-6.78982, 2.44231, -3.36643], [-8.05750, 1.73984, -5.53683], [-8.79236, 3.25726, -5.60452], [-9.11425, 2.05645, -4.27127], [-8.53676, 4.78823, -3.75445], [-7.32994, 4.53618, -2.67297], [3.12622, 4.68758, 5.76487], [3.79109, 4.36054, 4.52320], [3.33858, 4.99104, 3.33998], [3.33255, 3.99167, 2.09240], [4.68186, 3.34898, 1.86353], [2.81939, 4.65775, 0.87735], [2.05801, 4.47163, 5.78461], [3.26328, 5.74485, 5.99181], [3.67211, 4.18287, 6.56197], [2.33473, 5.40505, 3.43482], [4.05919, 5.79602, 3.19568], [2.58504, 3.25912, 2.39686], [4.68700, 2.87437, 0.88229], [4.95261, 2.65844, 2.66224], [5.39274, 4.17527, 1.86304], [3.45138, 5.43362, 0.74055], [2.88762, 4.08392, 0.04900], [2.61954, -6.42444, 1.08247], [1.92674, -6.57211, -0.19865], [2.45789, -7.62480, -1.03032], [1.85967, -7.44452, -2.44764], [0.43899, -7.90505, -2.48997], [2.63974, -8.20690, -3.48916], [2.68349, -7.36934, 1.62208], [1.98575, -5.76349, 1.67370], [3.64373, -6.09352, 0.91039], [3.54213, -7.57869, -0.92838], [2.11965, -8.58102, -0.63116], [1.94584, -6.38205, -2.67528], [0.37267, -8.83199, -1.92034], [0.08875, -7.97445, -3.51983], [-0.24080, -7.13720, -2.12065], [2.36854, -8.10269, -4.45647], [3.60725, -7.95271, -3.34988], [3.31621, -0.88660, -3.49584], [3.25259, -2.09179, -2.80082], [2.54052, -1.91528, -1.55391], [1.00350, -2.02768, -1.81292], [0.16585, -0.85636, -1.71316], [0.25979, -0.04764, -0.52456], [-0.73581, 1.11069, -0.43642], [-1.75384, 0.94530, 0.47275], [-2.78948, 0.04167, -0.06094], [2.37165, -0.37297, -3.67497], [3.77018, -0.95384, -4.48452], [4.06926, -0.21202, -3.08844], [2.79996, -1.01188, -1.00196], [2.79052, -2.78177, -0.94170], [0.60063, -2.85977, -1.23549], [0.87975, -2.25727, -2.87126], [0.12304, -0.16560, -2.44878], [1.26662, 0.35912, -0.42993], [0.14139, -0.65672, 0.37160], [-1.09131, 1.52419, -1.38020], [-0.20071, 1.99088, -0.08000], [-2.52138, -1.01378, -0.10838], [-3.15868, 0.33208, -1.04453], [-3.71104, 0.07301, 0.52030], [-7.53480, -3.91244, -3.92589], [-6.30024, -3.62711, -3.43042], [-5.36463, -3.09461, -4.31661], [-4.05693, -2.84723, -3.58056], [-3.41134, -1.58274, -3.77911], [-2.95814, -1.40707, -5.15394], [-2.66427, 0.10108, -5.48695], [-1.28053, 0.37051, -5.25748], [-0.71955, 1.33551, -6.01649], [-7.48436, -4.74341, -4.62950], [-7.96605, -3.05058, -4.43512], [-8.16646, -4.11915, -3.06196], [-5.84009, -2.18023, -4.67148], [-5.11472, -3.74279, -5.15655], [-3.35476, -3.68089, -3.58864], [-4.24504, -2.92348, -2.50963], [-2.56402, -1.49292, -3.23682], [-3.57447, -1.92050, -5.89193], [-2.02125, -1.94688, -5.29157], [-3.20735, 0.76349, -4.81288], [-3.01074, 0.33371, -6.49390], [0.35517, 1.16028, -6.06513], [-1.00173, 2.28517, -5.56195], [-1.01787, 1.39894, -7.06295], [8.16217, -7.49165, 4.35162], [7.22738, -6.64149, 4.96080], [7.31331, -6.85019, 6.46152], [6.78237, -5.62411, 7.25034], [5.31784, -5.32642, 7.05118], [4.96727, -3.98779, 7.52056], [3.69668, -3.36399, 6.83832], [4.06848, -3.07827, 5.51106], [3.12580, -2.32930, 4.75016], [9.17181, -7.17648, 4.61507], [8.11003, -7.45006, 3.26367], [7.98715, -8.53701, 4.60597], [8.34044, -6.97833, 6.80313], [6.67116, -7.69741, 6.70225], [7.37539, -4.74841, 6.98656], [6.88129, -5.65762, 8.33532], [5.09659, -5.45861, 6.07461], [5.75717, -3.26939, 7.30130], [4.75377, -4.02070, 8.58894], [3.40123, -2.45269, 7.35827], [2.93786, -4.14056, 6.93443], [2.99654, -1.33962, 5.18827], [2.10993, -2.70139, 4.88304], [3.34408, -2.20592, 3.68939], [-2.98919, 6.57353, 3.12707], [-4.39463, 6.55493, 2.83321], [-4.68965, 6.17443, 1.46831], [-6.14422, 6.12204, 1.02303], [-6.76862, 7.37584, 1.11539], [-8.19353, 7.23242, 1.26574], [-8.97134, 8.57205, 1.54542], [-8.74493, 9.33223, 2.72463], [-8.78611, 8.74288, 3.97801], [-2.42368, 5.69969, 2.80347], [-2.82122, 6.62922, 4.20261], [-2.50863, 7.43871, 2.67032], [-4.26493, 5.17648, 1.35970], [-4.21413, 6.78638, 0.70182], [-6.63048, 5.55686, 1.81815], [-6.11851, 5.62366, 0.05398], [-6.33064, 7.81562, 1.91218], [-8.43974, 6.57067, 2.09615], [-8.57882, 6.65122, 0.42797], [-10.05333, 8.45331, 1.48789], [-8.67709, 9.26847, 0.76024], [-9.70833, 8.18552, 4.14220], [-8.82095, 9.54078, 4.71979], [-7.99794, 8.00445, 4.12499], [10.37932, 2.43270, -4.48770], [9.37272, 1.85579, -4.96474], [9.61019, 0.61177, -5.03333], [8.35831, 2.37241, -5.47645], [11.22571, 1.88163, -4.49427], [10.40669, 3.44044, -4.42584], [8.93789, -0.04799, -5.39778], [10.46254, 0.20330, -4.67730], [-2.70885, 1.99694, 5.16263], [-2.20068, 1.57291, 6.29264], [-2.90242, 2.14277, 7.24573], [-1.24474, 0.85006, 6.42659], [-2.30075, 1.86308, 4.24850], [-3.43704, 2.69169, 5.24723], [-2.63310, 1.85598, 8.17596], [-3.83501, 2.45520, 7.01602], [7.27884, -4.85348, -2.02537], [7.60671, -6.11167, -2.27117], [8.29923, -6.59797, -1.20976], [7.38667, -6.69899, -3.27878], [6.68857, -4.35151, -2.67322], [7.61163, -4.44968, -1.16148], [8.55907, -7.57082, -1.28812], [8.57367, -5.92731, -0.50620]],
  "forces_ev_per_angstrom": [[0.3910, 0.1822, 0.3865], [-1.1441, -0.4228, -1.3377], [-0.0657, -0.3859, 2.2039], [-2.2273, 0.0050, -1.1456], [0.7045, -1.7859, -1.0071], [1.2915, 0.0339, 1.4452], [0.3002, 0.0736, -0.1041], [0.2783, 0.1139, -0.2562], [-0.0519, 0.2115, -0.0175], [0.5032, 0.4224, -0.4393], [0.0258, -0.0211, -0.1321], [0.1027, -0.0336, -0.1648], [0.5632, -0.1484, -0.1475], [-0.2602, 0.3853, 0.4339], [-0.1580, 0.6413, 0.1727], [0.1078, -0.0028, -0.3345], [-0.3404, 0.7204, 0.4687], [0.9115, 0.5026, -0.7500], [-0.7019, -0.8501, 0.7204], [0.2549, -0.3720, -0.8550], [-0.7951, 0.1250, 1.0872], [-0.0255, 0.4481, 0.2996], [0.1849, 0.7042, 1.1774], [0.0172, -0.3058, -0.1822], [-0.1347, 0.3257, -0.1589], [-0.2375, -0.3897, -0.2174], [-0.1004, 0.0305, 0.0978], [-0.0912, 0.4156, -0.5934], [0.0132, -0.3352, -0.1352], [0.1609, -0.2240, 0.1306], [0.0292, -0.0418, -0.1248], [0.4257, -0.1326, -0.1563], [-0.0276, 0.3723, -0.4686], [0.0950, -0.2980, 0.1193], [-0.9259, -0.6766, -1.3676], [0.5232, -0.1700, 0.6560], [-0.6105, 0.5740, 0.3900], [1.3326, 0.0435, -1.0606], [-0.6905, 0.6646, -0.1184], [0.1859, -0.1653, 1.9982], [-0.1199, -0.2751, -0.0595], [0.4271, 0.2488, -0.1114], [-0.0292, 0.4285, 0.1182], [0.2718, -0.0781, -0.6308], [0.1048, -0.2867, 0.0729], [-0.2279, 0.2728, 0.1293], [-0.4781, -0.0702, -0.3308], [0.2223, -0.6468, -0.1226], [0.0782, -0.1309, 0.7167], [-0.2280, 0.4310, 0.2477], [0.2027, -0.1060, -0.5287], [1.0440, 0.9533, -1.0321], [-0.2078, 0.3496, 0.8107], [-0.8989, -1.1330, -0.6367], [0.3934, 0.8265, -1.1604], [-1.2649, 0.8433, 0.9717], [0.2371, -0.1123, 0.4771], [1.4674, 1.1429, -0.0696], [-2.7352, -1.7339, -0.2171], [-0.1997, 0.5081, 0.3564], [-0.2700, -0.0445, 0.4321], [-0.2832, -1.0881, -0.2979], [-0.3224, 0.4244, 0.9212], [0.2799, 0.1667, -0.2760], [0.3451, 0.0800, -0.0291], [-0.1869, 0.1565, 0.1807], [0.3198, -0.7231, -0.0088], [0.4722, -0.8263, -0.8521], [0.2999, 0.3572, 0.0848], [-0.2391, -0.1620, 0.1146], [-0.3005, -0.7130, -0.6809], [0.3369, -0.0422, 0.4217], [0.6324, 0.0829, 0.0566], [0.5900, 0.2893, -0.3494], [0.3914, 0.3549, 0.6839], [-0.9608, 0.0000, -0.4080], [1.7284, -0.4238, 1.5444], [0.3005, 0.5055, -0.1377], [0.3036, -0.4927, 2.3325], [-0.3087, 0.8305, -1.2660], [0.9126, 0.8581, -0.2301], [-0.1958, -0.8620, 0.6483], [-1.0569, -2.6640, 0.2729], [0.6875, 1.7087, -0.7098], [-0.3242, -0.2746, -0.0701], [-0.1621, 0.2436, -0.2756], [-0.0973, -0.3311, -0.2117], [0.5460, 0.4737, -0.4695], [-0.5766, -0.3247, -0.3132], [0.1635, -0.5345, -1.2209], [-0.7383, 0.4158, 0.2117], [-0.1568, -0.1581, 0.6185], [-0.7059, 0.5308, 0.1577], [0.5213, 0.0869, -0.1053], [-0.4455, -0.1830, 0.1378], [0.4930, 0.0466, -0.3368], [0.1084, 0.3473, 0.3834], [0.5791, 0.6676, -0.1717], [-0.5008, -0.4111, -0.2284], [0.2220, -0.0876, -0.3294], [0.1053, 0.0527, 2.5090], [-1.2912, 1.3294, -0.6196], [-1.3996, 0.6549, -0.7992], [0.8841, -0.5160, -0.1038], [-0.9437, 0.5987, -0.7387], [1.5315, -1.0719, 0.4006], [-0.0860, -0.0518, -1.1541], [-0.8649, 0.4201, 1.3316], [0.2578, -0.2544, 0.1673], [-0.3957, 0.3662, -0.0186], [0.1459, -0.1718, 0.2666], [0.1146, -0.3316, -0.4065], [0.2863, -0.2928, -0.0595], [0.2076, 0.2127, -0.4233], [0.4383, -0.8581, 0.0569], [-0.0120, 0.3349, -0.2041], [0.3594, 0.1386, 0.2568], [0.2270, 0.0427, 0.1576], [-0.0815, 0.0453, 0.1738], [-0.5915, 0.1570, -0.3771], [0.4716, 0.4704, -0.0157], [-0.1053, -0.6917, -0.3420], [0.5061, -0.4898, 0.2497], [-0.2377, 0.3001, -0.1986], [-0.1803, 0.0593, -0.5867], [1.0190, -0.5501, -0.3346], [1.1934, -1.1741, 2.3713], [-0.1799, 1.9094, -0.8427], [-0.8592, 0.8748, 1.4355], [0.3258, -0.1065, -0.8630], [1.0021, 0.3642, -0.5889], [-0.7814, -0.7926, 0.1966], [-0.3730, -0.3791, -0.3580], [-0.5027, 0.1410, 0.0268], [-0.0295, 0.1570, -0.0999], [-0.0457, -0.2531, -0.2642], [0.6451, 0.5756, 0.3619], [-0.2337, -1.3939, -0.3176], [-0.4815, 0.0835, -0.0643], [-0.3859, 0.5162, 0.1818], [0.0831, -0.3742, 0.5947], [-0.2595, 0.6296, -0.4251], [-0.1257, -0.6175, -0.2411], [-0.1144, 0.0110, -0.1005], [-0.4501, -0.1949, -0.1357], [0.5517, -0.0702, -0.0379], [0.4380, 0.2441, 0.2718], [5.3657, 4.7370, 2.9982], [-5.9355, 1.9088, -3.8498], [0.0973, -7.7283, -0.5661], [0.5516, -0.0018, 1.1693], [0.1019, 0.9584, 0.3573], [0.1938, -0.3001, -0.0989], [0.0571, 0.4300, -0.0015], [-0.4405, -0.0128, -0.0061], [-1.2766, 0.9613, -4.2365], [1.3327, -0.6300, -0.5870], [-1.0138, 0.6827, 3.9138], [0.9166, -0.7054, 0.3244], [0.0422, -0.2197, 0.3910], [0.3776, -0.1363, -0.6799], [-0.6095, 0.1980, 0.0207], [0.2504, -0.1495, 0.8062], [-0.9405, 2.6399, 0.0958], [1.0910, 0.1778, 1.2571], [0.2962, -1.0178, 0.2461], [-0.8073, -1.5701, -2.0599], [0.2588, 0.0226, 0.3017], [-0.6279, 0.4022, -0.5034], [0.3770, 0.4224, 0.5478], [0.2850, -1.0687, 0.1328]],
  "mulliken_charge": [-0.6825, -0.2020, -0.6097, 0.3184, -1.5221, -0.6624, 0.1750, 0.2193, 0.3341, 0.3205, 0.3707, 0.3749, 0.3834, 0.3588, 0.3934, 0.2777, 0.1555, -0.7454, -0.3000, -0.7170, 0.4138, -1.3133, -0.6603, 0.3034, 0.3123, 0.2503, 0.3726, 0.3119, 0.2407, 0.4189, 0.3063, 0.2897, 0.2632, 0.2521, -0.7940, -0.2540, -0.7163, 0.7654, -1.2889, -0.7113, 0.3616, 0.2470, 0.2840, 0.3720, 0.2270, 0.0880, 0.2941, 0.3952, 0.2884, 0.2307, 0.2123, -0.7211, -0.3461, -0.3414, -0.9086, 0.2450, -0.7424, -0.7324, -0.3279, -0.8559, 0.1839, 0.2983, 0.3088, 0.3700, 0.2674, 0.2792, 0.4132, 0.1161, 0.3541, 0.4843, 0.3928, 0.3128, 0.2557, 0.3269, 0.3513, -0.7150, -0.3012, -0.5297, -0.7477, -0.1589, -0.7299, -0.7548, -0.1620, -0.8858, 0.2917, 0.2988, 0.2401, 0.3571, 0.3266, 0.3769, 0.4331, 0.0697, 0.5277, 0.4088, 0.3099, 0.4487, 0.2224, 0.3094, 0.3687, -0.7161, -0.2597, -0.5881, -0.6577, -0.4168, -0.6209, -0.6604, -0.2656, -0.7786, 0.2962, 0.2103, 0.2954, 0.4250, 0.3249, 0.3559, 0.3827, 0.3008, 0.3503, 0.3420, 0.4424, 0.3643, 0.3187, 0.3151, 0.2400, -0.7290, -0.3206, -0.8086, -0.2951, -0.3802, -0.5866, -0.6987, -0.3513, -0.6295, 0.2714, 0.2580, 0.2992, 0.4980, 0.3309, 0.3861, 0.1428, 0.2828, 0.3955, 0.4472, 0.4081, 0.2959, 0.3088, 0.2637, 0.2073, -0.3577, 0.6627, -0.3694, -0.6897, 0.1777, 0.2293, 0.2064, 0.1406, -0.3081, 0.6199, -0.4198, -0.6334, 0.1751, 0.1479, 0.2333, 0.1895, -0.3792, 0.7074, -0.4137, -0.6031, 0.1798, 0.1387, 0.2142, 0.1629],
  "gap_ev": 8.6,
  "relative_energy_kj_mol": 333.0,
  "energy_ha": -3313.7457,
  "lumo_energy_ev": 0.24,
  "e_homo_ev": -8.4
}